Entry 1:
Formula: C4H9F3RuSbSe4
Source: OMol25
Level of theory: ωB97M-V with the def2-TZVPD basis set

The total charge is +1. The HOMO-LUMO gap (spin up / spin down) is 7.476 / 6.419 eV. Its energy relative to the best compared isomer or geometry (same formula, charge and spin) is 1.079 eV. Its spin multiplicity is 5.

Structure (XYZ):
```
22
C4H9F3RuSbSe4 | OMol25 | ωB97M-V with the def2-TZVPD basis set
Ru -0.3959 -1.2016 1.3078
Se -1.2880 -3.4824 1.6042
Se -0.7028 -3.1961 3.7758
Se -0.8995 -0.8496 4.1759
Se -2.2343 -0.0616 2.5100
C 1.5520 1.7995 -0.6541
Sb -0.2110 0.6454 -0.5790
C -0.2975 -0.2752 -2.4747
C -1.7779 2.0618 -0.6500
H 1.4548 2.5148 -1.4690
H 2.3999 1.1418 -0.8271
H 1.6882 2.3252 0.2880
H -0.2108 0.4897 -3.2444
H -1.2458 -0.7972 -2.5832
H 0.5232 -0.9833 -2.5602
H -1.6431 2.7178 -1.5081
H -1.7764 2.6514 0.2647
H -2.7284 1.5390 -0.7426
F 2.0180 -2.7458 1.6090
C 1.5722 -1.6880 0.9094
F 2.3824 -0.6442 1.2450
F 1.8208 -1.9615 -0.3977
```

***

Entry 2:
Formula: C5H32NO11
Source: OMol25
Level of theory: ωB97M-V with the def2-TZVPD basis set

The total charge is +1. The HOMO-LUMO gap is 10.392 eV. Its energy relative to the best compared isomer or geometry (same formula, charge and spin) is 2.958 eV. Its spin multiplicity is 1.

Structure (XYZ):
```
49
C5H32NO11 | OMol25 | ωB97M-V with the def2-TZVPD basis set
C -0.3604 1.3329 -1.9357
O -0.2518 1.6752 -3.3057
C -0.1273 -0.2001 -1.9645
C 0.1931 -0.6352 -0.5293
C -0.4116 -2.0182 -0.0893
C 0.1663 -3.1322 -0.9756
O -0.7976 -3.6456 -1.9066
N -1.2829 -0.8509 -2.6083
H -1.2059 1.5910 -1.3160
H 0.5789 1.7002 -1.4999
H -0.7369 2.4646 -3.5698
H 0.6695 -0.2724 -2.7160
H -0.0627 0.0749 0.2504
H 1.2963 -0.8366 -0.3593
H -0.3077 -2.1379 0.9921
H -1.5124 -2.0617 -0.2444
H 0.6338 -3.8784 -0.3160
H 0.8472 -2.7066 -1.7164
H -1.6788 -3.4310 -1.5731
H -1.5785 -0.2599 -3.4034
H -2.0735 -1.0526 -1.9472
H -1.1813 -1.7285 -3.1147
H 4.7373 0.3625 1.2576
H 3.5573 0.7665 0.2206
O 3.8116 0.3053 1.0292
H -1.8875 2.3803 1.4111
H -0.9630 1.2692 2.0600
O -1.4956 1.5079 1.2954
H 1.3563 1.6783 2.6728
H 2.2033 2.8054 1.9657
O 1.4126 2.2708 1.9147
H 0.4728 -3.0294 2.7797
H 1.9283 -3.1557 2.2664
O 1.2737 -2.5354 2.6049
H -0.9104 4.6482 1.8235
H -0.0102 3.3420 1.9263
O -0.1613 4.2035 1.4489
H 1.6753 -0.0934 5.0330
H 1.6378 -0.8762 3.8066
O 1.7260 0.0202 4.0751
H -2.8648 0.6549 0.5847
H -4.2929 0.4618 0.9168
O -3.5753 -0.0290 0.5037
H 3.1098 2.9229 -0.9674
H 4.5188 2.4488 -1.5001
O 3.8731 2.3636 -0.7986
H -4.4567 -1.6743 -2.1618
H -3.8253 -1.3951 -0.6984
O -3.6666 -1.6147 -1.6217
```

***

Entry 3:
Formula: C31H31AsN2O2OsS2Se4
Source: OMol25
Level of theory: ωB97M-V with the def2-TZVPD basis set

The total charge is 0. The HOMO-LUMO gap (spin up / spin down) is 6.825 / 6.162 eV. Its spin multiplicity is 5.

Structure (XYZ):
```
74
C31H31AsN2O2OsS2Se4 | OMol25 | ωB97M-V with the def2-TZVPD basis set
Os 0.0905 -1.8256 0.8558
Se -0.2452 -0.3705 2.7637
Se 0.2731 -1.5765 4.6825
Se 2.3532 -1.0249 5.2169
Se 2.0456 -2.8487 1.4828
O -3.4978 -3.4267 2.4410
S -2.2417 -4.0667 2.6992
O -1.7188 -4.0043 4.0271
N -1.1486 -3.5022 1.5515
C -0.9883 -4.4074 0.5998
S -0.2171 -3.9454 -0.8102
C -1.5139 -5.7411 0.9079
C -1.2930 -6.9255 0.2259
C -1.7736 -8.1006 0.7871
C -2.4747 -8.0880 1.9872
C -2.7275 -6.8924 2.6522
C -2.2244 -5.7394 2.0970
H -0.7450 -6.9268 -0.7067
H -1.5893 -9.0419 0.2873
H -2.8211 -9.0185 2.4155
H -3.2853 -6.8723 3.5787
C -4.7972 2.6307 1.9298
C -3.7024 2.1532 1.0182
C -3.0635 3.0199 0.1425
C -2.0442 2.6032 -0.7068
C -1.5336 3.6167 -1.7035
C -1.6197 1.2630 -0.6594
As -0.0383 0.5716 -1.6465
N 0.8675 -0.3999 -0.2738
C 2.2717 -0.2376 -0.3551
C 2.9525 -0.4299 -1.5591
C 4.3089 -0.1751 -1.6503
C 5.0085 0.2830 -0.5437
C 4.3525 0.4235 0.6712
C 2.9992 0.1529 0.7734
C 1.1416 2.1672 -1.6678
C 1.4318 2.9279 -0.5317
C 0.8829 2.6486 0.8412
C 2.2425 4.0557 -0.6604
C 2.7635 4.4516 -1.8781
C 3.5661 5.7147 -2.0166
C 2.4950 3.6623 -2.9924
C 1.6941 2.5362 -2.9060
C 1.4221 1.7470 -4.1631
C -2.3629 0.3581 0.1054
C -2.2423 -1.1335 -0.0711
C -3.3582 0.8120 0.9616
H -5.1137 3.6393 1.6685
H -4.4539 2.6325 2.9658
H -5.6643 1.9731 1.8670
H -3.3766 4.0577 0.0979
H -2.3671 4.2272 -2.0510
H -1.0814 3.1320 -2.5643
H -0.7911 4.2819 -1.2614
H 2.3995 -0.8265 -2.4031
H 4.8196 -0.3342 -2.5916
H 6.0626 0.5120 -0.6285
H 4.8922 0.7487 1.5514
H 2.4776 0.2611 1.7160
H 0.4293 1.6668 0.9243
H 0.1256 3.3903 1.1067
H 1.6817 2.7129 1.5806
H 2.4469 4.6432 0.2287
H 3.7503 6.1732 -1.0465
H 3.0277 6.4360 -2.6344
H 4.5233 5.5199 -2.5020
H 2.9129 3.9471 -3.9521
H 1.8577 2.2400 -5.0304
H 0.3494 1.6308 -4.3280
H 1.8531 0.7473 -4.0884
H -1.4198 -1.4260 -0.7362
H -3.1515 -1.4992 -0.5530
H -2.1952 -1.6542 0.8920
H -3.8900 0.0896 1.5720
```